No. 1
Density functional theory data (the ωB97M-V functional and the def2-TZVPD basis) for a structure of composition C15H31FP2Sn.

The HOMO-LUMO gap (alpha / beta) is 4.72 / 5.49 eV. As for the energy above the lowest of the compared OMol25 structures with the same formula, charge and spin: 0.000 eV. As for the total charge: +2. The calculation puts the highest occupied orbital energy (alpha / beta) at -0.54307 / -0.54345 hartree.

Last column: natural (NBO) charge in e.
Positions of all 50 atoms, in Å:
P  -5.15896  2.75756  -2.61404  1.113
P  -3.85018  1.26093  -4.95130  1.005
C  -5.81631  3.16528  -4.30990  -0.718
C  -5.52378  2.03716  -5.29340  -0.709
H  -5.34586  4.10143  -4.63368  0.241
H  -6.89815  3.36040  -4.23240  0.260
H  -6.28894  1.25312  -5.22141  0.240
H  -5.54650  2.40358  -6.33283  0.258
C  -3.00294  2.34520  -6.18276  -0.927
H  -2.00864  1.94342  -6.38916  0.251
H  -2.90586  3.36469  -5.79654  0.246
H  -3.59218  2.35490  -7.10737  0.253
C  -4.17452  -0.14773  -6.05893  -0.938
H  -4.51370  0.21421  -7.03057  0.260
H  -4.94405  -0.78506  -5.62380  0.253
H  -3.26384  -0.73063  -6.17903  0.254
C  -5.41933  4.42997  -1.96159  -0.949
H  -5.25997  4.42904  -0.88519  0.257
H  -6.43651  4.74969  -2.19029  0.266
H  -4.70833  5.11069  -2.42745  0.254
C  -6.77658  2.04677  -2.06268  -0.930
H  -6.95783  1.07333  -2.52847  0.251
H  -7.57105  2.74510  -2.35126  0.256
H  -6.77916  1.92953  -0.97702  0.254
Sn  1.85254  -0.06160  0.16691  1.756
C  -1.15451  -0.57418  -2.15864  -0.140
C  -0.54029  0.55056  -2.55372  -0.243
C  -1.11224  1.91019  -2.63154  -0.465
C  -1.13949  2.73186  -1.31013  -0.445
C  -1.77063  2.16047  -0.07986  -0.202
C  -2.55106  1.07579  0.03949  -0.199
C  -3.26139  0.43713  -1.09633  -0.462
C  -2.56559  -0.77500  -1.77393  -0.464
C  0.62513  -0.00478  2.03155  -0.895
H  -0.53822  -1.48144  -2.14452  0.226
H  0.48425  0.45311  -2.94350  0.215
H  -2.11288  1.88185  -3.09344  0.211
H  -0.46407  2.46747  -3.33102  0.234
H  -0.10002  3.05406  -1.09804  0.221
H  -1.70089  3.65277  -1.53516  0.232
H  -1.52738  2.73380  0.82247  0.218
H  -2.72407  0.62960  1.02919  0.214
H  -3.48002  1.19364  -1.87159  0.207
H  -4.20844  0.05231  -0.68326  0.235
H  -2.55512  -1.59845  -1.04581  0.237
H  -3.19592  -1.11127  -2.62498  0.239
H  0.62781  -1.01626  2.46115  0.276
H  -0.41477  0.33230  1.87350  0.269
H  1.16490  0.69785  2.70470  0.256
F  1.58517  -2.02845  -0.05518  -0.729

Atomic forces in eV per Å
-3.032 1.036 -1.591
-2.009 1.208 -2.328
0.681 -0.091 -0.733
-0.472 0.066 0.712
0.027 -0.160 0.004
0.444 -0.019 0.119
0.159 0.109 0.103
0.110 -0.251 0.379
0.957 0.020 0.605
0.017 0.212 -0.078
0.054 -0.129 -0.108
0.146 -0.101 0.301
0.576 -0.943 0.589
0.062 0.126 0.109
0.043 -0.072 -0.036
-0.033 -0.186 -0.187
1.126 0.205 0.783
-0.073 0.239 0.088
0.022 -0.159 -0.039
-0.010 0.118 0.090
0.583 -0.905 0.713
-0.005 0.122 0.118
0.339 -0.105 0.068
-0.121 -0.123 -0.068
-0.991 -2.237 -0.422
1.095 -0.247 -0.431
0.668 -0.735 0.311
-0.107 0.996 -0.278
-0.453 0.442 -0.850
0.266 -0.555 0.719
0.645 0.455 0.322
-0.212 -0.780 -0.603
-0.730 0.063 0.886
-0.532 0.608 1.979
-0.247 0.198 -0.204
-0.252 -0.076 0.290
0.397 0.043 0.251
-0.446 0.020 0.225
-0.508 -0.123 0.132
0.405 0.101 -0.055
0.207 -0.465 -0.086
-0.259 0.569 -0.278
0.007 -0.473 0.561
0.085 0.249 -0.381
-0.270 0.013 -0.231
0.484 0.063 0.322
0.358 0.036 -0.628
0.660 -0.006 -0.573
-0.242 -0.348 -0.613
0.379 1.974 0.023

No. 2
Density functional theory data (the ωB97M-V functional and the def2-TZVPD basis) for a structure of composition C15H31HfNO2P2.

The HOMO-LUMO gap (alpha / beta) is 3.65 / 3.73 eV. As for the energy above the lowest of the compared OMol25 structures with the same formula, charge and spin: 0.842 eV. As for the total charge: +2. The calculation puts the highest occupied orbital energy (alpha / beta) at -0.40988 / -0.41279 hartree.

Last column: natural (NBO) charge in e.
Positions of all 52 atoms, in Å:
P  5.88722  0.26170  0.60227  1.519
P  4.43204  -2.76228  -2.01752  1.610
C  6.37912  -1.34670  -0.17925  -0.746
C  5.94338  -1.77463  -1.65321  -0.748
H  6.16314  -2.15710  0.54318  0.255
H  7.47711  -1.30845  -0.23252  0.287
H  5.95746  -0.89534  -2.32107  0.279
H  6.73368  -2.43973  -2.03774  0.278
C  4.61788  -4.29289  -1.08687  -0.979
H  3.66033  -4.81384  -0.97042  0.282
H  5.06802  -4.12437  -0.10098  0.264
H  5.29433  -4.92079  -1.68120  0.280
C  4.56355  -3.18822  -3.76739  -0.966
H  5.33003  -3.97361  -3.84734  0.271
H  4.87855  -2.31146  -4.34807  0.279
H  3.60816  -3.57240  -4.15750  0.282
C  6.80111  0.46795  2.16722  -0.963
H  6.31817  1.25827  2.76387  0.282
H  7.84832  0.77685  1.99560  0.284
H  6.79998  -0.45952  2.75823  0.267
C  6.54478  1.59652  -0.47013  -0.948
H  6.36745  1.38343  -1.53054  0.258
H  7.61094  1.79701  -0.31762  0.260
H  6.00532  2.51918  -0.22153  0.299
Hf  0.53190  -1.10898  0.37551  2.419
C  2.80703  -2.07211  -1.78472  -0.585
C  2.33667  -2.36789  -0.33348  -0.777
C  3.28657  -1.75334  0.68577  -0.504
C  3.01475  -0.35606  1.26722  -0.401
C  4.11049  0.76550  0.75963  -0.493
C  3.61891  1.25503  -0.53377  -0.615
C  3.71291  0.40723  -1.68882  -0.452
C  2.54947  -0.55071  -2.04643  -0.387
C  -0.11343  0.76004  -0.50703  -1.307
H  2.11244  -2.61565  -2.46479  0.278
H  2.16991  -3.44163  -0.14784  0.235
H  4.24918  -1.66736  0.16438  0.216
H  3.48943  -2.49384  1.49143  0.251
H  1.95989  0.09698  1.06520  0.088
H  3.13365  -0.42285  2.36051  0.254
H  4.10080  1.51688  1.56305  0.265
H  2.87528  2.05249  -0.53081  0.212
H  4.56578  -0.21928  -1.45070  0.167
H  4.02829  0.98262  -2.57948  0.221
H  1.62798  -0.19059  -1.50771  0.179
H  2.32414  -0.46335  -3.12893  0.243
H  -0.64887  0.56721  -1.45387  0.280
H  0.64784  1.52777  -0.71176  0.285
H  -0.83800  1.19503  0.20578  0.270
O  -0.82589  -1.17320  2.00475  -0.522
N  -1.63280  -2.02574  1.42337  0.515
O  -1.17680  -2.35968  0.24358  -0.522

Atomic forces in eV per Å
0.617 1.461 -0.832
0.720 -0.179 -0.641
0.101 -0.947 -0.394
0.639 0.498 0.335
0.111 0.353 -0.296
-0.166 0.191 0.133
0.050 -0.517 0.183
-0.076 0.067 0.217
0.028 -0.195 -0.036
0.275 0.110 -0.078
-0.200 -0.019 -0.209
-0.110 0.041 0.261
0.380 -0.119 -0.013
-0.204 0.277 -0.222
-0.134 -0.222 0.069
0.348 0.150 0.220
0.097 -0.434 0.285
0.059 -0.269 -0.309
-0.515 -0.255 -0.125
-0.012 0.272 -0.106
0.048 0.026 0.115
-0.074 0.057 0.281
-0.051 -0.436 0.090
-0.057 -0.347 -0.080
0.500 -0.344 -1.135
-2.449 0.532 1.430
-1.489 -0.057 -0.277
0.782 -0.973 0.308
0.526 -0.392 1.676
-2.967 -0.360 -0.945
0.297 1.861 1.234
0.674 -0.280 -0.589
0.064 -0.308 -1.295
-0.178 0.127 0.017
0.758 -0.006 0.233
0.215 0.351 -0.025
-0.301 0.090 0.323
-0.280 0.614 -0.275
2.248 0.684 0.565
-0.704 -0.034 -0.034
0.180 0.058 -0.298
0.447 0.109 0.196
-0.143 -0.013 -0.350
-0.403 -0.292 -0.127
0.754 -0.445 -0.645
-0.115 0.198 0.537
0.075 0.092 0.162
-0.124 -0.223 0.050
0.056 -0.107 -0.177
-1.249 -1.823 -0.515
1.598 0.880 -0.664
-0.650 0.497 1.771

No. 3
Density functional theory data (the ωB97M-V functional and the def2-TZVPD basis) for the ion C15H31N2O5 with charge +1.

The HOMO-LUMO gap is 8.76 eV. Its SMILES is CCOCCOCCOCC1=[NH+][C@H](CCOCC)[C@@](N)(O)C1. As for the total charge: +1. The calculation puts the highest occupied orbital energy at -0.47360 hartree.

Last column: natural (NBO) charge in e.
Positions of all 53 atoms, in Å:
C  1.44584  0.89781  2.53036  -0.636
C  2.49172  -0.04719  1.94988  -0.067
O  2.04075  -1.39071  1.99896  -0.545
C  2.02691  -2.04147  0.75377  -0.072
C  1.46647  -3.43265  0.97685  -0.086
O  1.31490  -4.14641  -0.22715  -0.503
C  0.27250  -3.65756  -1.03461  -0.097
C  -1.12532  -3.97521  -0.48995  -0.108
O  -1.96156  -2.81890  -0.52220  -0.521
C  -1.87636  -2.08409  0.67210  -0.134
C  -2.19558  -0.66226  0.31578  0.505
N  -1.25221  0.12156  -0.07307  -0.434
C  -1.74003  1.44327  -0.48594  -0.096
C  -0.75008  2.58439  -0.46354  -0.432
C  0.53716  2.21256  -1.19904  -0.061
O  1.18948  3.38588  -1.57238  -0.524
C  2.59116  3.24887  -1.78126  -0.063
C  2.96428  2.17302  -2.78869  -0.651
C  -3.11689  1.54661  0.23424  0.429
N  -3.13281  2.08555  1.55719  -0.825
O  -3.98249  2.33648  -0.51649  -0.677
C  -3.49762  0.02919  0.31814  -0.534
H  0.79349  1.30859  1.75455  0.172
H  0.82522  0.38961  3.26332  0.227
H  1.93174  1.74950  3.00296  0.234
H  3.42219  0.04292  2.51052  0.197
H  2.71384  0.24363  0.91926  0.163
H  3.03148  -2.12642  0.32940  0.193
H  1.42016  -1.45225  0.04835  0.115
H  2.16891  -3.98540  1.59716  0.220
H  0.53181  -3.38190  1.54848  0.152
H  0.37094  -2.57822  -1.18950  0.152
H  0.40098  -4.12819  -2.00598  0.216
H  -1.05827  -4.38397  0.51977  0.189
H  -1.59495  -4.73988  -1.10211  0.218
H  -0.86462  -2.09422  1.09717  0.200
H  -2.57063  -2.46549  1.42418  0.214
H  -0.28181  -0.17117  -0.09908  0.441
H  -1.99892  1.31999  -1.54816  0.213
H  -0.51088  2.88834  0.55722  0.218
H  -1.20996  3.43494  -0.96366  0.261
H  0.27660  1.61650  -2.08538  0.163
H  1.16633  1.60692  -0.53028  0.152
H  2.91476  4.21375  -2.16085  0.206
H  3.07713  3.05849  -0.82054  0.164
H  2.23623  2.14403  -3.60118  0.218
H  2.98863  1.17643  -2.34625  0.197
H  3.93482  2.37386  -3.23289  0.237
H  -2.41708  1.68534  2.14957  0.366
H  -3.04351  3.09431  1.53870  0.396
H  -4.24996  1.87607  -1.31273  0.482
H  -4.00805  -0.29803  -0.59720  0.274
H  -4.10683  -0.22680  1.18218  0.282

Atomic forces in eV per Å
0.039 0.136 -0.195
-0.005 0.304 0.123
-0.204 -0.027 -0.003
0.149 0.090 0.181
0.185 -0.069 0.137
0.041 -0.018 0.108
0.005 -0.169 -0.151
0.251 -0.282 -0.190
-0.218 0.107 0.106
-0.046 0.057 0.006
0.497 -0.037 0.266
-0.297 0.111 0.433
-0.082 0.337 -1.247
0.240 -0.169 0.559
-0.336 0.098 0.049
-0.040 0.099 0.090
0.130 -0.081 -0.284
-0.332 -0.200 -0.069
-0.095 -0.519 0.106
0.110 0.078 -0.077
-0.010 0.106 0.324
0.061 0.120 -0.224
-0.083 -0.081 -0.010
0.078 -0.067 0.162
-0.046 0.041 0.073
0.036 -0.154 0.049
0.093 -0.064 -0.076
0.029 0.050 -0.079
0.020 -0.053 -0.128
0.016 -0.082 -0.034
0.015 0.029 -0.017
-0.168 0.022 -0.049
0.064 -0.012 -0.047
-0.012 0.037 0.074
-0.205 0.120 -0.069
-0.040 -0.010 -0.012
-0.047 0.031 0.067
0.086 -0.004 -0.097
-0.008 -0.121 0.030
-0.029 0.079 0.022
-0.068 0.017 -0.038
0.151 -0.144 -0.017
0.136 -0.096 -0.075
-0.027 0.119 0.155
0.079 0.062 0.092
0.022 0.126 -0.059
0.058 -0.030 0.034
0.128 0.006 0.079
0.036 0.063 0.104
0.018 0.028 0.047
-0.099 -0.023 -0.271
-0.172 0.025 0.069
-0.106 0.013 -0.029

The lowest total charge belongs to which entry? C15H31N2O5